(1)
114
Properties=species:S:1:pos:R:3:forces:R:3 method="wB97M-V/def2-TZVPD" smiles=CC1(C)CCCC(C)(C)N1O.CC1(C)CCCC(C)(C)N1O.CCO.CCO.CCO.CCO.CCO.CCO homo_lumo_gap_ha=0.3358 relative_energy_kcal_mol=32.2 total_energy_ha=-1898.70336 homo_ev=-8.7
C 0.522 -0.784 -4.407 -0.142 -0.936 -0.719
C -0.005 -0.044 -5.629 0.486 -1.080 0.341
C -0.606 -1.077 -6.623 0.153 0.224 0.270
C -1.143 0.771 -5.112 -0.900 0.470 0.441
C -1.617 1.871 -6.036 0.004 0.776 -0.663
C -0.444 2.732 -6.593 0.011 -1.824 0.308
C 0.730 1.819 -7.077 -0.312 1.158 0.521
C 0.310 1.282 -8.440 0.376 0.205 -0.557
C 1.938 2.731 -7.201 -0.279 0.769 -0.390
N 1.084 0.832 -6.031 -0.267 0.511 -0.867
O 2.187 0.036 -6.515 -0.329 -0.077 -0.132
H 1.153 -1.573 -4.816 0.160 -0.270 0.580
H 1.082 -0.157 -3.724 0.095 0.248 -0.006
H -0.349 -1.195 -3.901 0.188 -0.371 0.272
H -1.099 -1.806 -5.997 -0.096 -0.459 0.269
H -1.427 -0.629 -7.173 0.188 0.053 -0.519
H 0.083 -1.628 -7.266 0.095 0.369 -0.011
H -1.959 0.073 -4.844 0.151 0.258 -0.383
H -0.827 1.125 -4.147 0.149 0.831 0.451
H -2.159 1.420 -6.883 0.112 0.152 0.202
H -2.331 2.537 -5.539 0.017 -0.190 0.008
H -0.095 3.449 -5.868 0.151 0.189 0.458
H -0.720 3.268 -7.493 -0.364 0.298 -0.015
H 0.401 2.064 -9.213 0.585 -0.170 0.320
H -0.750 1.074 -8.529 -0.071 -0.680 0.372
H 0.954 0.435 -8.676 -0.299 -0.090 -0.379
H 2.682 2.300 -7.863 0.346 0.004 0.151
H 2.328 2.985 -6.208 0.129 -0.252 -0.290
H 1.598 3.683 -7.645 0.245 -0.307 -0.030
H 2.950 0.226 -5.945 -0.544 0.201 0.010
C -1.114 0.092 4.608 -0.537 -2.469 -0.459
C -1.042 1.568 4.666 0.266 0.985 -0.812
C 0.053 2.045 3.659 -1.122 -0.797 -0.648
C -2.422 2.108 4.282 -0.093 -0.972 -0.604
C -2.611 3.547 4.570 -1.175 1.258 -0.571
C -2.318 3.837 6.006 0.892 0.396 0.647
C -0.876 3.395 6.389 -1.232 0.281 0.940
C 0.143 4.372 5.775 0.122 0.412 -0.110
C -0.788 3.525 7.946 0.371 0.325 -0.874
N -0.823 1.965 6.061 1.435 -0.056 0.450
O 0.545 1.562 6.355 0.052 -0.101 -0.156
H -0.162 -0.430 4.825 -0.442 0.374 -0.052
H -1.906 -0.307 5.274 0.546 0.363 0.126
H -1.461 -0.245 3.599 0.488 0.370 0.467
H 1.053 1.783 3.973 0.233 0.318 0.346
H -0.101 1.471 2.718 -0.056 0.329 0.448
H -0.086 3.087 3.399 0.380 0.173 0.110
H -2.726 1.832 3.258 0.651 0.225 0.056
H -3.157 1.564 4.860 -0.180 -0.222 0.539
H -2.045 4.232 3.927 0.045 -0.313 -0.060
H -3.675 3.769 4.370 0.341 0.166 0.015
H -3.015 3.312 6.657 -0.089 -0.080 0.010
H -2.396 4.909 6.222 -0.090 -0.119 -0.003
H 1.165 4.000 5.679 -0.168 -0.130 0.277
H 0.140 5.277 6.399 0.252 -0.324 -0.024
H -0.134 4.767 4.801 -0.180 -0.327 -0.244
H 0.073 2.990 8.365 -0.104 0.287 -0.132
H -1.690 3.195 8.451 -0.127 -0.196 -0.092
H -0.674 4.603 8.098 0.016 -0.251 0.539
H 0.539 1.055 7.176 -0.478 0.061 -0.140
C 4.823 -2.954 0.680 0.210 0.590 0.367
C 3.716 -2.062 0.193 -0.213 0.675 -0.403
O 4.253 -1.084 -0.714 -0.305 0.097 0.045
H 5.560 -2.307 1.181 -0.063 -0.341 -0.128
H 5.312 -3.456 -0.162 -0.129 -0.134 0.192
H 4.436 -3.661 1.401 0.021 -0.412 0.044
H 3.277 -1.450 0.989 0.062 -0.344 0.115
H 2.893 -2.607 -0.288 0.184 -0.054 0.061
H 4.950 -1.518 -1.204 0.182 -0.052 -0.282
C 2.133 -5.186 4.133 -0.290 -0.320 -0.779
C 1.370 -4.319 3.128 0.720 0.566 0.144
O 1.768 -4.700 1.815 0.147 -0.367 0.181
H 1.997 -5.017 5.205 -0.272 0.392 -0.325
H 3.198 -5.106 3.896 -0.115 -0.064 0.086
H 1.804 -6.195 3.909 0.242 -0.451 0.196
H 1.695 -3.282 3.265 -0.401 0.222 0.195
H 0.281 -4.392 3.170 -0.014 0.010 0.519
H 1.205 -4.197 1.218 -0.065 0.202 -0.301
C -3.164 -1.931 -0.883 -0.327 -0.911 -0.331
C -2.686 -3.197 -1.544 -0.289 -1.400 0.367
O -1.381 -2.983 -2.083 0.177 -0.355 -0.189
H -2.471 -1.736 -0.071 -0.116 0.501 0.035
H -4.175 -2.090 -0.490 0.227 0.093 0.048
H -3.206 -1.169 -1.640 0.120 0.748 -0.020
H -3.335 -3.609 -2.339 -0.007 0.560 0.255
H -2.644 -3.991 -0.767 0.088 0.261 -0.319
H -1.123 -3.808 -2.529 0.050 0.496 0.168
C 0.462 -0.185 -0.131 -0.439 -0.728 0.637
C 0.062 -1.314 0.854 0.049 0.758 -0.661
O 0.111 -2.627 0.330 -0.089 -0.278 -0.489
H 1.453 -0.358 -0.490 0.695 -0.185 -0.395
H 0.482 0.774 0.385 -0.188 0.060 0.095
H -0.218 -0.126 -0.977 -0.126 0.000 -0.094
H -0.946 -1.085 1.232 0.214 -0.112 0.252
H 0.789 -1.342 1.654 -0.068 0.241 0.527
H -0.324 -2.682 -0.544 0.076 0.137 0.183
C -3.346 -4.336 2.982 -0.434 0.326 0.750
C -3.442 -2.815 3.039 0.171 -0.211 -1.377
O -3.806 -2.349 4.315 0.539 0.162 0.437
H -2.444 -4.691 3.483 -0.231 0.001 0.414
H -3.294 -4.785 2.002 -0.196 0.271 -0.596
H -4.268 -4.666 3.477 0.421 -0.483 0.011
H -4.198 -2.438 2.348 -0.158 -0.219 -0.153
H -2.503 -2.387 2.678 0.173 0.210 0.231
H -3.039 -1.878 4.658 -0.249 -0.055 0.228
C 2.075 2.666 -3.042 -0.727 -0.261 1.146
C 2.903 1.918 -2.000 0.582 0.637 -1.007
O 4.260 2.392 -2.245 -0.582 -0.580 0.563
H 1.006 2.543 -2.818 0.114 -0.252 -0.275
H 2.269 2.418 -4.082 0.123 -0.160 0.144
H 2.261 3.705 -2.838 0.214 0.649 -0.321
H 2.842 0.838 -2.098 0.116 -0.201 -0.099
H 2.561 2.174 -0.991 0.137 0.112 -0.047
H 4.844 1.945 -1.623 -0.020 -0.020 -0.044



(2)
123
Properties=species:S:1:pos:R:3:forces:R:3 method="wB97M-V/def2-TZVPD" homo_lumo_gap_ha=0.3672 relative_energy_kcal_mol=1.2 total_energy_ha=-2939.52432 homo_ev=-9.4
C -2.091 -6.466 1.835 3.557 0.416 -0.019
O -1.936 -6.500 0.410 -1.233 -0.497 1.457
C -0.754 -5.945 -0.050 0.656 0.112 0.571
C -0.952 -5.498 -1.431 0.357 0.089 -1.416
O -1.695 -4.311 -1.354 -0.232 0.313 -0.198
C -2.809 -4.178 -2.177 -1.248 -1.540 -1.111
H -1.306 -7.096 2.417 -0.932 0.824 -1.182
H -3.011 -6.820 2.142 -2.062 -0.695 0.092
H -1.954 -5.428 2.176 -0.145 -0.176 0.028
H 0.030 -6.672 -0.038 0.812 -0.680 0.232
H -0.421 -5.066 0.511 -0.110 -0.022 0.357
H -1.480 -6.303 -1.998 0.363 0.653 0.117
H 0.047 -5.255 -1.880 -0.744 -0.466 0.078
H -2.566 -3.948 -3.255 -0.036 0.004 0.940
H -3.392 -3.383 -1.723 -0.232 0.139 -0.283
H -3.481 -5.145 -2.230 1.252 1.607 0.364
C -5.660 -1.082 4.327 0.376 -0.733 0.542
O -5.353 0.227 3.892 0.624 -0.792 -0.056
C -4.541 0.287 2.742 0.063 1.484 0.112
C -5.277 0.313 1.429 -0.285 -0.050 -0.258
O -5.792 -0.979 1.160 0.406 -0.481 -0.564
C -6.052 -1.225 -0.227 -2.111 0.963 1.129
H -4.856 -1.910 4.277 -0.492 1.707 -0.012
H -6.459 -1.480 3.719 -0.569 -0.181 0.072
H -5.936 -0.925 5.380 -0.188 -0.529 -0.351
H -3.859 -0.562 2.655 0.353 0.169 0.419
H -4.025 1.283 2.883 -0.034 -1.271 -0.473
H -4.539 0.606 0.679 0.112 0.026 -0.296
H -6.095 1.040 1.391 0.063 0.129 0.153
H -5.178 -1.202 -0.854 0.582 -0.090 -0.166
H -6.778 -0.425 -0.568 0.723 -0.779 -0.031
H -6.591 -2.187 -0.258 0.485 0.337 -0.198
C 2.672 -3.953 5.123 -0.924 0.533 -0.333
O 2.246 -3.128 4.049 0.994 -0.655 0.180
C 0.924 -3.339 3.735 -2.252 1.067 0.157
C 0.523 -2.208 2.790 -1.034 0.399 0.073
O 1.178 -2.415 1.567 -0.370 -0.661 -1.042
C 2.351 -1.664 1.396 -0.209 0.537 2.370
H 2.082 -3.625 5.997 0.203 -0.778 -0.017
H 3.693 -3.722 5.294 0.978 0.136 0.202
H 2.582 -5.012 4.846 -0.209 0.117 0.405
H 0.274 -3.360 4.643 0.359 0.413 -0.167
H 0.643 -4.283 3.250 0.742 -0.236 -0.262
H 0.824 -1.203 3.113 -0.031 -0.256 0.688
H -0.602 -2.106 2.642 1.306 -0.564 -0.016
H 2.717 -1.834 0.427 0.575 -0.347 -1.264
H 3.097 -1.890 2.201 -0.346 -0.033 -0.842
H 2.098 -0.607 1.515 0.124 0.277 -0.222
C 4.495 0.012 -4.015 -1.779 -2.853 2.725
O 4.812 0.643 -2.764 -0.161 -1.219 0.398
C 4.361 -0.206 -1.682 -1.178 0.549 0.486
C 4.777 0.311 -0.324 0.623 0.566 -0.999
O 4.277 1.607 -0.169 -0.038 0.081 0.104
C 4.546 2.127 1.112 -0.249 -0.216 0.782
H 4.960 -1.014 -4.067 0.080 1.055 -0.154
H 4.718 0.607 -4.825 0.751 1.425 -1.565
H 3.396 -0.232 -4.003 0.701 0.481 -0.252
H 4.667 -1.241 -1.750 0.680 -0.333 -0.497
H 3.252 -0.288 -1.617 0.317 0.431 -0.670
H 5.866 0.331 -0.258 0.358 0.007 0.104
H 4.415 -0.317 0.472 -0.258 -0.629 0.259
H 5.597 1.920 1.408 -0.541 -0.181 0.058
H 3.802 1.714 1.915 1.296 0.818 -1.308
H 4.515 3.206 0.972 -0.437 0.086 0.515
C -1.520 -1.067 -0.071 -0.657 0.368 -0.875
O -1.331 -0.239 1.061 -0.454 0.207 -0.016
C -1.235 1.107 0.606 0.160 -0.687 -0.952
C 0.194 1.354 0.159 0.688 1.534 0.710
O 0.130 2.514 -0.672 0.734 -0.753 -1.097
C 1.446 2.694 -1.210 0.341 0.588 1.503
H -0.774 -0.825 -0.850 -0.081 -0.443 0.408
H -2.514 -0.806 -0.549 0.666 -0.537 0.515
H -1.462 -2.130 0.189 -0.041 0.345 0.076
H -1.517 1.813 1.370 -0.127 0.012 0.538
H -1.929 1.290 -0.264 0.562 -0.184 0.670
H 0.695 0.496 -0.351 -0.577 0.445 0.186
H 0.873 1.667 1.032 -0.856 -0.798 -0.743
H 2.100 2.725 -0.312 0.123 0.436 -0.690
H 1.542 3.607 -1.805 -0.343 -0.114 0.244
H 1.818 1.854 -1.776 -0.279 -0.515 -0.483
C -5.586 4.996 -0.164 0.025 1.580 2.292
O -5.083 3.802 0.392 -0.172 0.152 -0.170
C -4.574 3.983 1.712 0.598 0.929 -1.110
C -3.520 5.109 1.772 0.044 -0.617 -0.174
O -2.465 4.742 0.855 -1.925 0.356 0.725
C -1.174 5.069 1.218 1.502 -0.133 0.603
H -6.125 4.823 -1.059 -0.259 -0.492 -0.904
H -4.783 5.754 -0.307 -0.390 -0.583 -0.371
H -6.309 5.514 0.566 0.680 -0.738 -0.799
H -4.093 3.038 1.943 -0.168 0.014 0.333
H -5.399 4.258 2.366 -0.133 -0.234 0.425
H -3.175 5.212 2.811 0.243 -0.230 -0.202
H -4.008 6.074 1.538 0.494 -0.246 -0.193
H -0.555 4.458 0.568 0.267 0.073 -0.220
H -0.897 4.705 2.259 -0.472 0.793 -0.774
H -0.895 6.136 1.033 -0.340 -0.584 0.497
C -0.459 2.142 -4.455 -0.131 0.647 -1.222
O 0.241 0.992 -4.134 0.090 -1.715 1.090
C -0.603 0.029 -3.417 0.227 2.573 -0.942
C 0.011 -1.301 -3.380 0.509 -0.900 1.759
O 1.082 -1.409 -2.439 0.164 -0.276 0.339
C 1.469 -2.739 -2.043 0.313 -0.146 -0.527
H -1.264 1.891 -5.189 0.373 0.425 0.360
H 0.256 2.869 -4.900 -0.483 -0.559 0.106
H -0.893 2.628 -3.594 -0.310 0.113 0.518
H -1.494 -0.099 -3.995 -0.834 -0.133 -0.842
H -0.998 0.527 -2.523 0.657 -0.453 0.442
H 0.393 -1.525 -4.334 0.506 -0.225 -1.531
H -0.785 -2.025 -3.193 -0.021 -0.199 0.416
H 2.590 -2.811 -1.971 -0.924 0.333 -0.285
H 1.148 -3.502 -2.822 0.174 0.773 1.060
H 1.100 -2.949 -1.017 -0.224 -0.127 -0.714
C 6.261 3.631 -2.649 -0.887 -2.080 -0.631
C 7.498 3.177 -1.876 -0.549 -1.041 0.660
O 7.989 4.382 -1.304 1.092 -0.307 -0.967
S 6.803 5.330 -1.017 -1.436 0.946 3.069
O 7.074 6.604 -1.535 0.285 1.024 -0.938
O 6.509 5.219 0.380 -0.260 -0.056 -0.491
O 5.622 4.613 -1.821 1.354 -0.018 -0.052
H 5.518 2.793 -2.741 0.825 0.748 -0.105
H 6.535 4.034 -3.627 -0.152 0.188 0.142
H 8.291 2.652 -2.406 -0.128 0.475 -0.413
H 7.236 2.522 -1.034 -0.285 0.038 -0.200